This record from the Open Molecules 2025 dataset describes a cluster of 17 separate species, C29H13Cl64FN4O in total. The level of theory is ωB97M-V/def2-TZVPD.

Each line ends with the Löwdin charge.
Geometry (Å):
C (0.279, 1.878, -0.550)  -0.15
C (-0.076, 1.222, -1.972)  -0.23
C (0.709, -0.176, -1.985)  -0.20
C (0.432, -1.022, -3.282)  -0.23
N (1.532, -2.033, -3.596)  0.00
C (1.921, -2.594, -2.307)  -0.29
C (3.280, -2.270, -1.774)  -0.03
N (3.789, -2.675, -0.581)  0.14
C (2.837, -3.430, 0.097)  -0.12
C (3.212, -3.930, 1.472)  -0.09
O (4.495, -3.615, 2.035)  0.05
C (4.346, -2.458, 2.756)  -0.27
N (4.318, -1.486, 3.366)  0.18
C (2.301, -4.713, 2.278)  -0.14
F (2.711, -5.095, 3.532)  0.04
C (0.949, -5.097, 1.764)  0.02
C (0.576, -4.622, 0.445)  0.02
C (1.500, -3.783, -0.405)  -0.18
N (1.013, -3.353, -1.636)  0.17
H (1.394, 1.713, -0.424)  0.08
H (-0.192, 1.237, 0.258)  0.08
H (-0.013, 2.956, -0.482)  -0.02
H (-1.189, 1.015, -1.957)  0.10
H (0.234, 1.876, -2.828)  0.09
H (0.381, -0.693, -1.033)  0.12
H (1.804, 0.114, -1.910)  0.12
H (0.347, -0.389, -4.218)  0.09
H (-0.538, -1.587, -3.176)  0.05
H (1.025, -2.803, -4.056)  0.09
H (3.940, -1.622, -2.414)  0.06
H (0.238, -5.698, 2.377)  0.03
H (-0.433, -4.875, 0.017)  0.12
C (-1.088, -6.103, 5.607)  -1.99
Cl (-1.454, -7.225, 6.936)  0.51
Cl (-1.016, -7.004, 4.080)  0.54
Cl (-2.357, -4.873, 5.504)  0.51
Cl (0.470, -5.316, 5.901)  0.53
C (-3.102, -1.856, -5.577)  -1.99
Cl (-4.442, -3.016, -5.627)  0.53
Cl (-1.578, -2.697, -5.925)  0.51
Cl (-3.369, -0.593, -6.789)  0.47
Cl (-3.016, -1.120, -3.965)  0.55
C (0.093, -1.716, -9.355)  -2.03
Cl (0.919, -1.838, -10.919)  0.53
Cl (0.971, -2.674, -8.147)  0.50
Cl (0.046, -0.020, -8.840)  0.50
Cl (-1.562, -2.333, -9.512)  0.50
C (-1.687, 5.447, 0.416)  -2.00
Cl (-0.528, 6.470, 1.278)  0.51
Cl (-1.703, 3.845, 1.172)  0.51
Cl (-3.304, 6.168, 0.507)  0.53
Cl (-1.201, 5.289, -1.283)  0.53
C (-1.273, 3.221, -6.648)  -2.01
Cl (-0.840, 1.684, -5.878)  0.50
Cl (-1.449, 4.470, -5.402)  0.51
Cl (0.003, 3.693, -7.785)  0.52
Cl (-2.805, 3.036, -7.523)  0.51
C (1.832, 5.635, 4.862)  -2.01
Cl (0.866, 6.324, 6.179)  0.53
Cl (2.783, 6.919, 4.094)  0.50
Cl (2.922, 4.397, 5.512)  0.49
Cl (0.757, 4.894, 3.663)  0.48
C (7.102, -0.357, -3.435)  -2.04
Cl (6.986, -1.328, -1.956)  0.53
Cl (8.055, 1.102, -3.113)  0.52
Cl (7.887, -1.308, -4.708)  0.52
Cl (5.472, 0.105, -3.963)  0.52
C (5.697, 7.309, 6.657)  -2.03
Cl (4.734, 8.798, 6.625)  0.51
Cl (7.272, 7.641, 7.403)  0.52
Cl (4.844, 6.075, 7.601)  0.50
Cl (5.941, 6.725, 5.000)  0.50
C (-6.897, -0.243, -8.611)  -2.03
Cl (-5.788, 1.072, -8.180)  0.48
Cl (-8.248, 0.408, -9.555)  0.53
Cl (-6.031, -1.454, -9.574)  0.51
Cl (-7.518, -0.998, -7.132)  0.52
C (3.102, -0.736, 7.263)  -2.03
Cl (4.412, -1.879, 6.924)  0.51
Cl (1.733, -1.071, 6.187)  0.50
Cl (2.584, -0.914, 8.951)  0.50
Cl (3.675, 0.921, 6.991)  0.51
C (0.678, 7.758, -6.189)  -2.03
Cl (-0.474, 7.437, -7.499)  0.51
Cl (-0.115, 7.488, -4.625)  0.46
Cl (2.067, 6.666, -6.342)  0.52
Cl (1.236, 9.438, -6.291)  0.52
C (-3.008, 0.838, 4.104)  -2.02
Cl (-4.143, 0.711, 2.747)  0.52
Cl (-3.910, 1.058, 5.613)  0.52
Cl (-2.029, -0.639, 4.198)  0.50
Cl (-1.929, 2.220, 3.853)  0.49
C (2.342, -6.090, 9.912)  -2.03
Cl (3.750, -7.106, 9.554)  0.52
Cl (0.974, -6.600, 8.907)  0.47
Cl (1.914, -6.255, 11.625)  0.52
Cl (2.732, -4.395, 9.560)  0.50
C (-4.376, -9.654, 2.926)  -2.04
Cl (-3.817, -11.178, 3.638)  0.52
Cl (-4.587, -8.445, 4.207)  0.50
Cl (-3.176, -9.074, 1.753)  0.50
Cl (-5.924, -9.918, 2.103)  0.52
C (-6.043, -2.813, 6.210)  -2.02
Cl (-6.894, -1.339, 6.706)  0.52
Cl (-7.157, -3.866, 5.317)  0.52
Cl (-4.674, -2.383, 5.169)  0.47
Cl (-5.448, -3.665, 7.646)  0.52
C (-2.802, 10.967, -4.106)  -2.03
Cl (-3.016, 10.015, -2.625)  0.52
Cl (-1.775, 12.371, -3.763)  0.52
Cl (-2.034, 9.962, -5.346)  0.48
Cl (-4.384, 11.520, -4.687)  0.52

Forces on atoms 1 to 2 (eV/Å):
0.559 -1.069 -0.932
0.137 -0.757 1.458

The charge is 0. Its HOMO energy is -9.3 eV. The HOMO-LUMO gap is 0.3078 Ha.


This record from the Open Molecules 2025 dataset describes a cluster of 2 separate species, C3H9NSi in total. The level of theory is ωB97M-V/def2-TZVPD.

Each line ends with the Löwdin charge.
Geometry (Å):
C (0.332, 1.208, 0.356)  -0.30
Si (1.543, 0.349, -0.541)  0.67
C (2.692, -0.953, 0.153)  -0.32
H (0.105, 0.746, 1.390)  0.01
H (-0.294, 1.990, 0.097)  -0.07
H (2.295, 0.686, -1.918)  -0.03
H (2.796, -1.871, -0.435)  0.01
H (3.782, -0.599, 0.174)  0.04
H (2.566, -1.311, 1.234)  0.05
C (-3.532, -0.066, -0.172)  -0.17
N (-2.398, -0.532, -0.273)  0.04
H (-4.444, -0.578, -0.503)  0.05
H (-3.737, 0.986, 0.226)  0.08
H (-1.706, -0.054, 0.215)  -0.05

Forces on atoms 1 to 2 (eV/Å):
1.659 -2.946 1.609
0.918 0.694 -0.597

The SMILES is C=[SiH]C.C=N. The charge is 0. Its HOMO energy is -8.6 eV. The HOMO-LUMO gap is 0.3346 Ha.


This record from the Open Molecules 2025 dataset describes an isolated molecule of C3H3NO2. The level of theory is ωB97M-V/def2-TZVPD.

Each line ends with the Löwdin charge.
Geometry (Å):
C (-1.365, -0.221, 0.176)  -0.02
O (-0.194, -0.343, -0.642)  -0.05
C (0.840, 0.500, -0.533)  -0.50
O (0.898, 1.631, -0.915)  0.18
C (1.978, -0.188, 0.109)  -0.08
N (2.818, -0.744, 0.677)  0.18
H (-1.439, -1.151, 0.742)  0.10
H (-1.303, 0.628, 0.861)  0.10
H (-2.233, -0.113, -0.475)  0.09

Forces on atoms 1 to 2 (eV/Å):
-0.259 0.022 0.150
0.220 -0.136 -0.169

The SMILES is COC(=O)C#N. The charge is 0. Its HOMO energy is -11.7 eV. The HOMO-LUMO gap is 0.4180 Ha.


This record from the Open Molecules 2025 dataset describes a structure of composition C16H22N7O3S5Se2Ti. The level of theory is ωB97M-V/def2-TZVPD.

Each line ends with the Löwdin charge.
Geometry (Å):
Ti (-0.180, -0.178, 0.490)  0.46
N (2.016, 4.014, 1.505)  0.06
C (1.578, 3.390, 0.406)  -0.15
N (0.978, 2.194, 0.725)  0.03
C (1.170, 2.223, 2.092)  -0.39
N (1.702, 3.258, 2.647)  0.17
C (0.889, 1.151, 3.003)  -0.27
C (1.049, 1.303, 4.395)  -0.13
N (1.008, 0.181, 5.129)  0.02
C (0.646, -0.961, 4.683)  -0.12
C (0.567, -1.281, 3.208)  -0.27
N (0.680, -0.043, 2.478)  -0.03
H (2.728, 4.729, 1.562)  0.16
H (1.651, 3.782, -0.609)  0.14
H (1.294, 2.214, 4.954)  0.09
H (0.682, -1.761, 5.462)  0.12
H (1.374, -1.953, 2.856)  0.13
O (2.102, -3.494, -4.103)  -0.07
C (0.724, -3.253, -3.761)  -0.19
C (0.708, -2.179, -2.600)  -0.53
C (-0.781, -2.232, -2.157)  -0.17
O (-1.041, -1.661, -0.866)  -0.25
C (1.550, -2.627, -1.416)  -0.38
Se (2.405, -1.070, -0.417)  0.78
C (1.084, -0.769, -3.195)  -0.38
Se (1.109, 0.535, -1.688)  0.73
H (2.011, -3.911, -4.969)  0.09
H (0.309, -4.257, -3.361)  0.15
H (0.114, -2.886, -4.604)  0.14
H (-1.159, -3.249, -2.174)  0.13
H (-1.376, -1.617, -2.882)  0.15
H (-1.284, -2.337, -0.193)  0.10
H (2.453, -3.233, -1.684)  0.08
H (1.059, -3.180, -0.640)  0.06
H (0.310, -0.428, -3.838)  0.06
H (2.090, -0.865, -3.630)  0.09
N (-0.540, -3.404, 3.018)  0.10
C (-0.780, -1.973, 2.883)  -0.63
N (-1.859, -1.461, 3.586)  0.15
O (-0.916, -1.741, 1.412)  -0.36
H (0.120, -3.624, 2.264)  0.07
H (-1.352, -3.982, 2.893)  0.07
H (-2.019, -1.696, 4.526)  0.08
H (-2.603, -1.116, 3.032)  0.07
C (-1.760, 2.589, -4.011)  -0.44
S (-2.648, 1.899, -2.621)  0.80
C (-2.107, 2.988, -1.342)  -0.99
C (-2.021, 2.529, -0.057)  -1.11
S (-2.248, 0.879, 0.275)  0.62
S (-1.722, 3.791, 1.164)  0.92
C (-1.546, 5.102, 0.017)  -1.47
S (-1.396, 6.681, 0.587)  0.49
S (-2.021, 4.715, -1.582)  0.92
H (-2.346, 2.339, -4.951)  0.06
H (-0.717, 2.201, -4.005)  0.02
H (-1.740, 3.737, -3.902)  0.02

Forces on atoms 1 to 2 (eV/Å):
0.351 -0.376 2.142
-0.608 -0.866 0.301

The expectation value of S² is 0.76. Its spin multiplicity is 2. The charge is 0. Its HOMO energy (alpha / beta) is -6.0 / -6.0 eV. The HOMO-LUMO gap (alpha / beta) is 0.1677 / 0.1703 Ha.


This record from the Open Molecules 2025 dataset describes an isolated molecule of C10H15ClSi2. The level of theory is ωB97M-V/def2-TZVPD.

Each line ends with the Löwdin charge.
Geometry (Å):
C (-3.049, 2.461, -2.036)  -0.08
C (-2.100, 1.743, -1.440)  -0.28
Si (-2.332, 0.507, -0.016)  0.82
C (-3.499, 0.794, 1.515)  -0.28
C (-4.373, 1.749, 1.711)  -0.09
C (-1.346, -0.981, 0.150)  -0.31
C (-0.294, -1.546, -0.689)  -0.35
C (0.996, -1.790, 0.235)  -0.27
C (1.634, -0.437, 0.720)  -0.28
Si (3.236, 0.152, 0.485)  0.30
Cl (3.848, 2.069, 0.833)  0.30
C (4.538, -1.062, 0.107)  -0.31
C (5.852, -0.863, -0.079)  -0.04
H (-2.697, 2.926, -2.881)  0.02
H (-4.086, 2.275, -1.807)  0.05
H (-1.102, 1.540, -2.055)  0.10
H (-3.407, -0.117, 2.202)  0.08
H (-4.854, 1.691, 2.606)  0.01
H (-4.699, 2.446, 0.936)  0.06
H (-1.724, -1.737, 0.824)  0.04
H (-0.444, -2.576, -1.108)  0.10
H (0.061, -1.000, -1.669)  0.13
H (0.594, -2.435, 1.060)  0.10
H (1.572, -2.457, -0.475)  0.10
H (0.914, 0.253, 0.980)  -0.03
H (4.023, -1.953, -0.098)  0.03
H (6.430, -1.761, -0.151)  0.05
H (6.307, 0.109, 0.140)  0.05

Forces on atoms 1 to 2 (eV/Å):
0.296 -1.966 1.434
1.801 -2.001 -0.371

The SMILES is C=C[Si](C=C)=CCC/C=[Si](/Cl)C=C. The charge is 0. Its HOMO energy (alpha / beta) is -7.3 / -7.3 eV. The HOMO-LUMO gap (alpha / beta) is 0.2756 / 0.2756 Ha.


This record from the Open Molecules 2025 dataset describes a structure of composition C7H6O5PbS. The level of theory is ωB97M-V/def2-TZVPD.

Each line ends with the Löwdin charge.
Geometry (Å):
O (0.848, -2.708, -2.820)  0.12
C (0.526, -1.859, -2.131)  0.01
Pb (-0.248, 0.419, 0.014)  1.07
O (-2.652, 1.713, -2.409)  0.20
C (-1.874, 1.303, -1.681)  -0.03
C (-0.631, 1.913, 1.905)  -0.03
O (-0.759, 2.558, 2.853)  0.20
C (1.811, 1.640, -0.983)  -0.04
O (2.749, 2.200, -1.322)  0.18
C (-1.910, -1.389, 0.779)  -0.05
O (-2.588, -2.185, 1.241)  0.18
C (3.469, -1.671, 2.474)  -0.36
S (1.943, -1.531, 1.513)  0.66
C (0.868, -2.523, 2.550)  -0.40
H (4.195, -0.969, 2.062)  0.05
H (3.852, -2.689, 2.378)  0.06
H (3.273, -1.433, 3.520)  0.06
H (1.492, -3.059, 3.277)  0.06
H (0.154, -1.871, 3.066)  0.04
H (0.335, -3.237, 1.912)  0.04

Forces on atoms 1 to 2 (eV/Å):
-0.772 2.094 1.712
0.713 -1.984 -1.632

The charge is +2. Its HOMO energy is -15.7 eV. The HOMO-LUMO gap is 0.2433 Ha.